Record 1
DFT (wB97M-V/def2-TZVPD) results for a cluster of 2 separate species, C7H16ClN7 in total in a non-equilibrium geometry.

HOMO level (spin up / spin down), eV: -13.0 / -13.0
2S+1: 1
Charge: +2

```
31
Properties=species:S:1:pos:R:3:forces:R:3:mulliken_charge:R:1
C -3.70862 -0.17083 -0.81926 -1.527 0.856 0.179 -0.255
C 3.26154 -0.98636 1.19103 0.483 -0.957 0.213 -0.431
C 3.48624 1.18368 0.29057 3.894 2.687 -0.631 -0.505
C -2.98394 -0.75873 0.36452 2.251 4.168 0.266 0.096
C -1.41362 -0.55412 0.24021 -1.432 -1.736 1.276 -0.449
C -6.12798 0.46568 -0.65229 -2.450 0.156 -0.439 0.169
C 4.94440 0.24309 -1.58878 -1.530 -2.699 0.865 -0.745
N -4.89478 0.25282 -0.86374 1.250 -0.976 0.408 -0.140
N 1.27506 0.45478 0.80993 3.283 -0.129 -0.754 -0.781
N 4.55986 -0.76241 0.61724 -0.822 -1.766 1.633 -0.210
N 4.62391 0.35826 -0.15198 -0.002 2.635 -0.454 0.012
N 2.52930 0.27398 0.81390 -4.335 -2.191 0.214 0.837
N -6.70148 1.60376 -0.40509 2.019 3.023 0.578 -0.275
N -0.50353 -1.38141 0.53526 -0.920 -1.328 0.305 -0.465
Cl -3.45361 0.08498 1.93256 0.204 -0.840 -1.286 -0.096
H -3.22578 -0.02483 -1.75819 1.020 -0.332 -0.621 0.479
H 2.89693 -1.95542 0.81892 -1.130 0.645 -0.370 0.315
H 3.17927 -1.09914 2.30266 0.464 0.572 -0.614 0.288
H 3.93019 1.90330 1.05069 -1.195 -0.899 -0.224 0.258
H 3.13311 1.80667 -0.54561 -0.373 -0.462 0.398 0.377
H -3.15509 -1.75284 0.39338 -0.882 -3.380 0.477 0.431
H -0.99919 0.40068 0.15180 -0.260 2.010 -0.778 0.500
H -6.97760 -0.20513 -0.85263 1.275 -1.149 0.024 0.318
H 3.94555 -0.07817 -2.11363 2.168 -0.176 0.187 0.258
H 5.20406 1.19268 -1.99399 0.508 0.683 -0.064 0.340
H 5.86012 -0.48664 -1.54649 -2.007 1.264 -0.957 0.283
H 5.30747 -1.40891 0.81497 0.290 0.729 -0.050 0.197
H -7.67874 1.70846 -0.38332 -1.319 -0.330 0.007 0.246
H -6.21328 2.51909 -0.31553 -0.189 -1.213 0.016 0.255
H 0.62867 -0.47561 0.81834 1.370 0.285 0.763 0.468
H -0.72845 -2.35135 0.84455 -0.107 0.850 -0.565 0.227
```
Positions in Å, forces in eV/Å.

=====

Record 2
DFT (wB97M-V/def2-TZVPD) results for a structure of composition C7H16Li4N2O7 in a non-equilibrium geometry.

HOMO level, eV: -0.5
2S+1: 1
Charge: -2

```
36
Properties=species:S:1:pos:R:3:forces:R:3:mulliken_charge:R:1
Li -0.68367 -2.35375 -1.56791 0.814 1.767 -0.069 0.791
Li 0.36013 0.10564 -0.67320 0.635 0.062 -0.252 1.047
Li -0.24107 2.90562 -0.03185 0.683 -1.999 -0.103 0.750
Li 2.59467 -1.52361 -0.39134 -0.799 1.398 0.434 0.734
O 2.97431 -1.25831 1.62846 -1.540 -2.072 -0.468 -0.943
C 2.02264 -2.24636 2.09746 2.209 1.655 -1.483 -0.547
C 0.71809 -2.44814 1.24123 -1.045 -0.417 -0.310 -0.492
O 0.47503 -1.85163 -0.04498 0.697 -0.152 0.544 -0.810
H 1.85340 -2.11259 3.16590 -0.964 0.666 0.360 0.273
H 2.46714 -3.24004 2.15343 0.574 -0.788 -0.407 0.211
H -0.10507 -2.29982 1.94018 -0.548 0.656 0.032 0.212
H 0.63201 -3.51861 1.05470 0.274 -0.688 0.105 0.288
O 1.46843 1.92355 0.47190 -0.431 0.045 -0.019 -0.883
C 2.23294 2.27145 -0.62827 -0.654 -0.677 -0.156 -0.337
C 2.94617 1.15674 -1.49409 -0.717 -2.017 0.511 -0.468
O 2.22349 0.01389 -1.92143 -0.859 0.559 0.834 -0.931
H 2.96894 3.06245 -0.48430 0.990 0.210 0.685 0.347
H 1.52349 2.85033 -1.21962 -0.454 0.339 -1.954 0.051
H 3.72042 0.62655 -0.93953 0.889 1.136 1.039 0.227
H 3.46463 1.60272 -2.34285 0.058 0.823 -0.437 0.239
O -1.40796 1.29992 -0.60465 -0.535 -0.288 -1.256 -0.834
C -2.28591 0.93288 -1.72643 2.178 -0.600 1.194 -0.645
C -1.57436 0.31257 -3.03367 0.334 0.094 0.737 -0.529
O -0.81140 -0.85944 -2.96190 -1.366 0.016 1.566 -0.886
H -2.95088 1.78575 -1.86259 -0.035 0.294 -0.979 0.311
H -2.95752 0.11845 -1.45490 -0.336 -0.527 0.591 0.179
H -0.97145 1.11025 -3.46762 0.412 0.458 -0.092 0.169
H -2.41469 0.19263 -3.71744 -0.679 -0.088 -0.471 0.392
C -2.35797 0.04445 2.62418 1.350 -0.111 2.224 0.536
O -2.49553 -0.39006 3.73791 -0.762 -1.334 2.893 -0.759
N -3.27980 0.06977 1.72448 -4.767 -0.703 -3.662 -0.410
N -1.29267 0.62876 2.19168 3.433 1.655 -0.599 -0.221
H -2.96950 0.18051 0.76973 -0.184 0.193 -0.225 0.229
H -4.09527 -0.51145 1.85602 0.294 0.118 0.108 0.209
H -1.32464 0.82392 1.20123 0.984 0.408 -0.580 0.294
H -0.42661 0.59515 2.71025 -0.134 -0.091 -0.334 0.207
```
Positions in Å, forces in eV/Å.

=====

Record 3
DFT (wB97M-V/def2-TZVPD) results for a structure of composition C7H16N2 in a non-equilibrium geometry.

HOMO level, eV: -5.7
2S+1: 1
Energy above the lowest of the compared OMol25 structures with the same formula, charge and spin, kcal per mole: 105.25

```
25
Properties=species:S:1:pos:R:3:forces:R:3:mulliken_charge:R:1
C 1.56047 0.90531 1.38988 0.100 -0.562 0.175 -1.062
N 1.24680 0.00923 0.27270 -2.066 0.044 0.150 -0.182
C 0.55622 0.84344 -1.07527 -1.461 0.324 -0.518 -0.266
C 0.94289 2.13552 -1.44360 -0.127 -0.211 0.584 -1.067
H 2.08565 -0.44398 -0.08961 -0.227 -0.476 0.406 0.355
H 0.82892 0.11587 -1.84324 -0.294 -0.037 -0.121 0.128
H 2.30722 1.64504 1.10328 -0.010 -0.069 -0.221 0.456
H 1.93831 0.31428 2.22628 0.033 0.145 0.104 0.321
H 0.67430 1.44366 1.72246 -0.061 -0.050 -0.166 0.298
H 0.67564 2.97850 -0.81497 -0.205 0.034 -0.059 0.228
H 1.16059 2.36327 -2.47833 0.410 -0.203 0.125 0.279
C -0.91055 -0.91124 1.75226 0.162 -0.011 0.166 -1.586
C -0.30735 -2.07634 -0.40334 0.016 -0.016 -0.117 -1.644
C -0.43818 -0.76258 0.33026 2.443 0.357 0.145 1.438
N -1.87760 0.29875 -1.52415 0.041 -0.267 0.398 -0.629
C -0.89535 0.43689 -0.46635 1.227 0.603 -0.912 -0.280
H -1.55384 -0.31662 -2.26204 0.032 0.058 0.027 0.267
H -2.75497 -0.06441 -1.16875 -0.029 0.067 -0.102 0.270
H -1.21755 1.23697 0.20440 -0.022 -0.039 0.024 0.448
H 0.16273 -1.96200 -1.38215 0.000 0.066 0.095 0.376
H 0.27323 -2.79822 0.17712 -0.084 0.093 -0.022 0.381
H -0.23887 -1.54435 2.34140 -0.114 0.038 -0.088 0.358
H -1.02018 0.04798 2.25978 0.051 -0.023 -0.082 0.330
H -1.89949 -1.38758 1.75571 0.126 0.038 -0.114 0.421
H -1.29904 -2.50742 -0.58371 0.059 0.099 0.123 0.362
```
Positions in Å, forces in eV/Å.

=====

Record 4
DFT (wB97M-V/def2-TZVPD) results for a cluster of 3 separate species, C7H16N2 in total.

HOMO level (spin up / spin down), eV: -6.5 / -6.5
2S+1: 1
Energy above the lowest of the compared OMol25 structures with the same formula, charge and spin, kcal per mole: 112.60

```
25
Properties=species:S:1:pos:R:3:forces:R:3:mulliken_charge:R:1
C -1.07295 -0.27476 1.29625 0.120 -0.275 0.052 0.724
C -1.47061 0.70097 2.35462 0.068 0.016 0.012 -1.307
C -1.84676 -0.27358 0.01558 0.033 0.022 -0.007 -1.047
C 0.70088 1.50577 0.35534 -0.074 -0.507 -0.158 -1.333
N -0.35041 -1.32644 1.58942 -0.034 0.358 -0.107 -0.371
H 0.27081 -1.73968 0.72729 -0.093 0.050 0.000 0.358
H 0.13421 -1.28290 2.47910 -0.082 0.042 -0.023 0.255
H -0.82323 0.64304 3.23016 -0.011 -0.032 -0.050 0.410
H -2.49933 0.49089 2.66656 0.054 -0.026 -0.055 0.360
H -1.44622 1.72058 1.96867 0.032 -0.057 -0.045 0.336
H -1.25026 -0.66658 -0.80497 0.046 -0.011 0.026 0.192
H -2.72828 -0.91523 0.13541 0.066 0.031 0.039 0.388
H -2.18249 0.72903 -0.23856 0.028 -0.010 0.036 0.285
H -0.21650 2.03291 0.09562 -0.030 0.103 0.038 0.188
H 0.90661 1.53236 1.42516 -0.006 0.085 0.066 0.253
H 1.53591 1.94478 -0.18408 0.031 0.032 0.000 0.491
C 1.61309 -0.55253 -0.72678 -0.221 -0.260 0.349 0.020
C 1.64993 0.12019 -2.03313 -0.145 0.033 -0.421 0.101
C 1.15842 -0.36583 -3.17627 0.094 0.053 0.312 -0.932
N 1.05353 -1.72296 -0.50424 0.053 0.269 -0.105 -0.891
H 0.46388 -2.01310 -1.28303 0.053 0.070 -0.021 0.216
H 2.34998 -0.23176 -0.00100 0.012 0.020 -0.029 0.494
H 2.14251 1.08478 -2.04554 -0.028 -0.022 0.006 0.270
H 0.68080 -1.33711 -3.24375 0.012 0.009 0.036 0.277
H 1.22645 0.19718 -4.09780 0.021 0.007 0.045 0.262
```
Positions in Å, forces in eV/Å.

=====

Record 5
DFT (wB97M-V/def2-TZVPD) results for a cluster of 2 separate species, C7H16N2 in total in a non-equilibrium geometry.

HOMO level, eV: -7.6
2S+1: 1
Energy above the lowest of the compared OMol25 structures with the same formula, charge and spin, kcal per mole: 90.13
SMILES string: C[C@@H]1C[C@H]1N.C/C=N\C

```
25
Properties=species:S:1:pos:R:3:forces:R:3:mulliken_charge:R:1
C 1.60108 -1.23363 0.35900 -2.287 0.062 2.649 -1.246
C 1.29948 -0.39709 -0.78314 -0.913 2.905 -0.305 0.281
C 2.21113 0.66482 -1.29267 0.217 -0.061 -0.201 -0.991
C 1.13263 1.32481 -0.49954 0.827 -1.987 -0.220 0.038
N 0.23117 2.15944 -1.21370 -0.274 0.092 -0.241 -0.587
H 0.60813 -0.97938 1.18942 3.218 -0.630 -1.616 0.376
H 2.54481 -1.00547 0.84995 0.055 -0.155 -0.024 0.318
H 1.45456 -2.29644 0.18385 0.384 -0.127 -0.206 0.366
H 0.50669 -0.71854 -1.44514 0.067 0.011 -0.201 0.317
H 3.21421 0.67367 -0.87783 0.008 0.007 -0.068 0.233
H 2.18340 0.84113 -2.36317 0.074 0.101 0.000 0.335
H 1.41105 1.61786 0.51003 -0.028 -0.183 -0.022 0.301
H 0.70722 2.85490 -1.77969 0.042 -0.112 0.107 0.209
H -0.41448 2.64300 -0.60379 -0.011 -0.073 -0.040 0.216
C -2.22003 0.37349 -0.20329 -0.042 -0.077 -0.081 -1.154
C -1.23515 0.38681 0.92124 0.091 -1.529 0.823 -0.040
N -0.78365 -0.63216 1.59151 -1.867 1.863 0.100 -0.518
C -1.40970 -1.93633 1.43465 0.284 -0.162 -0.439 -1.138
H -1.81502 0.92377 -1.05871 -0.015 -0.021 0.113 0.335
H -2.46149 -0.63362 -0.53603 -0.011 -0.029 0.057 0.353
H -3.14727 0.86422 0.09889 -0.049 0.043 0.016 0.332
H -0.93003 1.35993 1.29100 0.350 0.102 -0.178 0.568
H -1.32989 -2.32028 0.41088 -0.085 -0.081 0.075 0.361
H -0.89638 -2.63165 2.09941 -0.037 -0.020 -0.070 0.332
H -2.46248 -1.90328 1.71687 0.002 0.059 -0.028 0.402
```
Positions in Å, forces in eV/Å.

=====

Record 6
DFT (wB97M-V/def2-TZVPD) results for the molecule C7H16N2 in a non-equilibrium geometry.

HOMO level, eV: -8.9
2S+1: 1
Energy above the lowest of the compared OMol25 structures with the same formula, charge and spin, kcal per mole: 115.39
SMILES string: CC[C@]1(N)[C@H](C)N[C@@H]1C

```
25
Properties=species:S:1:pos:R:3:forces:R:3:mulliken_charge:R:1
C 0.02954 2.11591 -0.13889 1.638 1.108 0.919 -1.340
C -0.33145 1.06094 0.98931 -2.180 0.074 0.217 -0.734
C -0.10901 -0.44401 0.67037 2.879 1.271 2.540 1.522
N 0.07054 -1.17719 2.01129 2.925 -1.185 0.832 -0.772
C 0.98725 -0.74706 -0.35976 -0.606 -2.530 0.672 -0.390
C 2.20779 -0.12229 -0.77643 3.381 -0.145 0.328 -1.242
N 0.01558 -0.84447 -1.38520 -1.230 -4.650 -2.675 -0.497
C -1.04483 -1.08311 -0.39463 -1.796 3.516 0.971 -0.301
C -2.30983 -0.18450 -0.73429 2.881 -1.839 -1.747 -1.522
H -0.75881 2.91836 -0.09639 0.927 -0.622 -0.196 0.337
H 1.09062 2.61794 0.22898 -2.686 -1.097 -1.175 0.276
H 0.17980 1.78929 -1.21946 -0.484 0.099 1.636 0.391
H 0.07137 1.56853 1.97112 -0.684 -1.802 -1.657 0.406
H -1.46815 0.85467 1.09594 1.497 2.008 0.332 0.227
H 0.53598 -0.51723 2.77672 -1.189 -1.819 -2.419 0.296
H 0.82399 -2.16524 1.96737 -2.943 4.075 -0.156 0.343
H 1.14462 -1.70498 0.12297 1.139 -1.063 -0.778 0.330
H 1.96952 0.83949 -1.18072 0.534 0.396 -0.692 0.236
H 2.68459 0.02113 0.18019 0.956 0.610 0.372 0.347
H 3.01983 -0.76524 -1.38175 -2.321 1.345 0.948 0.279
H 0.17424 -1.78513 -1.92210 -0.261 2.401 0.574 0.292
H -1.42505 -2.02429 -0.00344 0.588 -0.713 -0.670 0.356
H -2.82115 -0.17594 0.16301 -1.713 0.613 1.598 0.462
H -2.81590 -0.83739 -1.46125 -0.320 0.905 -0.088 0.438
H -1.92105 0.79180 -1.12295 -0.932 -0.958 0.316 0.259
```
Positions in Å, forces in eV/Å.